# 1
{
  "formula": "C38H35CoN3O8PS",
  "method": "ωB97M-V with the def2-TZVPD basis set",
  "total_charge": 1,
  "homo_lumo_gap_ev": [8.17, 8.24],
  "relative_energy_kcal_mol": 0.0,
  "spin_multiplicity": 4,
  "lumo_energy_ev": [-3.02, -3.30],
  "symbols": ["Co", "C", "C", "C", "C", "C", "O", "C", "N", "C", "C", "C", "C", "C", "C", "P", "C", "C", "C", "C", "C", "C", "C", "C", "C", "C", "C", "C", "H", "H", "H", "H", "H", "H", "H", "H", "H", "H", "H", "H", "H", "H", "H", "H", "H", "H", "H", "H", "H", "H", "H", "H", "O", "C", "O", "C", "C", "C", "C", "C", "C", "N", "O", "O", "N", "O", "O", "H", "H", "H", "C", "S", "O", "C", "C", "C", "C", "C", "C", "H", "H", "H", "H", "H", "H", "H", "H"],
  "xyz": [[0.235, -0.288, 0.753], [2.094, -3.698, 0.151], [0.568, -3.950, 0.208], [0.056, -4.001, 1.648], [-0.300, -3.103, -0.780], [-1.580, -3.810, -1.238], [-2.520, -2.726, -1.461], [-1.981, -1.615, -0.838], [-0.800, -1.791, -0.317], [-2.879, -0.479, -0.817], [-4.241, -0.772, -0.891], [-5.142, 0.246, -1.010], [-4.718, 1.564, -1.086], [-3.385, 1.891, -0.913], [-2.419, 0.881, -0.832], [-0.679, 1.375, -0.687], [-0.271, 1.789, -2.370], [0.540, 0.943, -3.128], [0.628, 1.100, -4.519], [-0.069, 2.139, -5.156], [-0.833, 3.002, -4.370], [-0.893, 2.892, -2.971], [-0.632, 3.000, 0.153], [0.404, 3.908, -0.140], [0.490, 5.085, 0.582], [-0.315, 5.325, 1.712], [-1.326, 4.396, 2.012], [-1.496, 3.247, 1.245], [2.617, -4.654, 0.419], [2.361, -2.916, 0.834], [2.401, -3.473, -0.890], [0.470, -4.968, -0.223], [0.233, -3.093, 2.192], [0.588, -4.772, 2.233], [-0.975, -4.268, 1.772], [0.362, -2.892, -1.660], [-1.930, -4.498, -0.451], [-1.397, -4.354, -2.151], [-4.554, -1.821, -0.861], [-6.215, 0.021, -1.096], [-5.428, 2.346, -1.236], [-3.048, 2.926, -0.977], [1.067, 0.157, -2.605], [1.293, 0.432, -5.101], [-0.053, 2.327, -6.228], [-1.366, 3.808, -4.847], [-1.414, 3.632, -2.380], [1.108, 3.665, -0.917], [1.196, 5.811, 0.235], [-0.265, 6.271, 2.260], [-1.993, 4.534, 2.850], [-2.326, 2.532, 1.450], [2.435, 1.744, -0.058], [2.734, 0.560, -0.271], [1.990, -0.492, -0.066], [4.022, 0.229, -0.920], [4.952, 1.241, -1.194], [6.217, 0.850, -1.669], [6.655, -0.453, -1.928], [5.672, -1.372, -1.576], [4.382, -1.096, -1.108], [5.999, -2.795, -1.826], [5.172, -3.625, -1.441], [7.043, -3.046, -2.398], [7.187, 1.888, -1.944], [8.133, 1.514, -2.635], [7.026, 3.013, -1.461], [4.683, 2.272, -1.015], [7.624, -0.741, -2.392], [3.724, -1.940, -0.839], [-0.274, -0.446, 5.250], [-0.833, 0.181, 3.593], [-0.061, -0.848, 2.579], [-2.595, -0.286, 3.537], [-2.900, -1.608, 3.307], [-4.244, -2.006, 3.274], [-5.259, -1.105, 3.590], [-4.923, 0.232, 3.809], [-3.586, 0.654, 3.793], [0.544, -1.168, 5.061], [-1.078, -0.922, 5.788], [0.133, 0.421, 5.785], [-2.088, -2.307, 3.083], [-4.488, -3.033, 3.035], [-6.281, -1.454, 3.646], [-5.683, 0.954, 4.084], [-3.299, 1.686, 3.963]],
  "forces_ev_per_a": [[0.5038, -0.7215, -1.5689], [-0.4594, -1.1746, -0.6671], [-0.2311, -0.6373, -0.5655], [0.8002, -0.7506, 0.2707], [1.1191, -0.0188, -0.1035], [0.5464, 0.2383, 0.6542], [0.9572, 0.6438, 0.5641], [0.9043, -2.3891, 0.3294], [-1.0351, 0.5863, -0.4423], [0.3778, 1.5740, -0.0952], [0.5090, -0.7098, 0.1566], [-1.2976, 0.4535, -0.3031], [0.1776, -0.1310, 0.4741], [0.4284, -0.4073, -0.7490], [-1.2226, -0.4517, 0.4883], [0.3497, 0.5834, 1.0717], [0.3785, 0.1977, -0.8047], [-0.4786, 0.1346, -0.4894], [0.5711, 0.0493, -0.3262], [-0.1501, -0.2928, 0.8213], [0.1989, 0.2642, 0.6737], [0.2160, -0.7280, -1.0328], [-0.3001, -0.0101, 0.7999], [-1.1185, -0.6049, 0.3400], [-0.3100, 0.0171, 0.7101], [-0.6115, -0.3060, -0.8971], [0.4042, -0.1174, -0.0565], [0.1649, -0.3105, -0.6036], [-0.3767, 0.9628, -0.0182], [0.4420, 0.4864, 0.1897], [-0.1016, 0.0332, 0.6496], [-0.2005, 0.2935, 0.2020], [0.0403, 0.6714, 0.0547], [0.0321, 0.1740, -0.4553], [-0.7948, -0.0168, -0.2890], [-0.5107, -0.1041, 0.5492], [-0.2739, 0.3481, -0.2924], [-0.3132, -0.0967, -0.3262], [0.0696, 0.5388, -0.0694], [0.5577, 0.1015, 0.0512], [-0.4332, 0.3879, -0.0458], [-0.2735, -0.2442, 0.1672], [0.0864, -0.2249, -0.1501], [-0.5670, 0.4739, 0.4268], [0.1952, -0.3570, 0.2299], [-0.0311, 0.1897, -0.0699], [-0.1491, -0.0597, -0.0646], [0.0756, 0.1771, -0.1834], [0.4104, 0.3682, 0.1851], [0.1750, -0.4570, -0.1662], [-0.0188, 0.2710, 0.1198], [0.7240, 0.6782, -0.0185], [-0.0537, -1.3940, 0.1673], [-0.9370, 0.7212, -0.4431], [-0.0904, 0.7525, 0.5748], [1.0889, 0.1327, 0.1168], [0.5315, -1.2082, -0.1791], [-0.5130, 0.3361, 0.0812], [-1.3252, 0.0789, 0.3824], [0.0373, -0.5818, -0.5790], [0.7325, -0.5551, 0.0945], [-0.4247, -0.7549, 0.1964], [0.9278, 0.5300, -0.4466], [-0.6214, -0.0192, 0.3768], [1.1437, 0.9919, -0.1826], [-0.5178, 1.1675, 0.5729], [0.2405, -1.4749, -0.8039], [0.2307, -0.0008, -0.0452], [-1.0145, 0.4182, 0.6729], [0.4872, 0.8376, -0.2905], [0.5857, 0.1877, -0.7522], [0.9178, -1.6983, -0.7695], [-1.7082, 2.0389, 2.1492], [0.6941, -0.0395, 0.3625], [-0.3426, -0.7765, -0.6163], [0.4797, 0.0709, 0.2406], [0.7089, 0.2762, -0.2853], [0.3557, 0.1275, 0.4890], [-0.1003, -0.1499, -0.2464], [-0.5026, 0.4174, -0.1042], [-0.2945, -0.0105, 0.0479], [-0.2435, -0.2593, -0.1225], [-0.3609, 0.1300, 0.0784], [0.0258, -0.0214, 0.0977], [-0.0418, 0.1536, -0.0509], [-0.0318, -0.0421, -0.1679], [-0.2205, 0.0410, 0.0585]],
  "lowdin_charge": [0.65, -0.06, -0.35, -0.07, -0.25, -0.07, 0.01, -0.27, 0.10, -0.13, -0.01, -0.05, -0.04, -0.08, -0.25, 1.08, -0.36, -0.07, -0.06, -0.06, -0.06, -0.07, -0.35, -0.09, -0.05, -0.05, -0.08, -0.12, 0.11, 0.06, 0.07, 0.14, 0.04, 0.10, 0.06, 0.16, 0.14, 0.13, 0.13, 0.13, 0.11, 0.11, 0.09, 0.12, 0.11, 0.11, 0.10, 0.10, 0.11, 0.11, 0.10, 0.10, 0.03, -0.57, -0.15, -0.10, 0.11, -0.11, 0.11, -0.10, 0.08, -0.33, 0.06, 0.10, -0.34, 0.08, 0.09, 0.13, 0.16, 0.10, -0.17, 1.07, -0.61, -0.41, -0.08, -0.05, -0.05, -0.05, -0.07, 0.07, 0.06, 0.06, 0.11, 0.11, 0.11, 0.11, 0.11]
}

# 2
{
  "formula": "C38H35CrN12S2Se",
  "method": "ωB97M-V with the def2-TZVPD basis set",
  "total_charge": 2,
  "homo_lumo_gap_ev": [7.04, 6.78],
  "spin_multiplicity": 4,
  "lumo_energy_ev": [-5.73, -5.88],
  "symbols": ["Cr", "C", "N", "C", "C", "N", "C", "S", "C", "C", "C", "C", "C", "N", "H", "H", "H", "H", "H", "H", "H", "H", "H", "Se", "N", "C", "C", "C", "C", "C", "N", "C", "C", "N", "C", "C", "C", "C", "C", "N", "H", "H", "H", "H", "H", "H", "C", "C", "C", "C", "C", "C", "C", "C", "N", "H", "H", "H", "H", "H", "H", "C", "N", "C", "C", "N", "C", "S", "H", "H", "H", "H", "H", "H", "H", "H", "N", "C", "C", "C", "C", "C", "N", "H", "H", "H", "H", "H", "H"],
  "xyz": [[13.234, 11.138, 14.020], [11.751, 9.326, 18.313], [11.963, 10.712, 17.895], [11.156, 11.818, 18.307], [11.569, 12.921, 17.648], [12.622, 12.523, 16.845], [12.845, 11.181, 16.973], [13.939, 10.266, 16.062], [13.374, 13.425, 16.046], [13.589, 14.650, 16.594], [14.121, 15.652, 15.833], [14.336, 15.449, 14.505], [14.090, 14.174, 14.007], [13.624, 13.139, 14.732], [10.778, 9.242, 18.705], [12.483, 9.201, 19.166], [11.888, 8.665, 17.440], [10.432, 11.735, 19.087], [11.124, 13.938, 17.644], [13.451, 14.808, 17.670], [14.284, 16.596, 16.262], [14.548, 16.298, 13.878], [14.216, 13.974, 12.955], [6.318, 7.952, 13.237], [6.847, 9.646, 13.429], [8.159, 9.602, 13.557], [8.972, 10.771, 13.752], [8.425, 12.046, 13.667], [9.282, 13.124, 13.804], [10.592, 12.806, 14.197], [11.142, 11.586, 14.266], [10.294, 10.570, 14.020], [10.945, 9.304, 13.796], [12.286, 9.295, 13.805], [12.959, 8.125, 13.651], [12.266, 6.900, 13.633], [10.913, 6.966, 13.610], [10.224, 8.131, 13.648], [8.762, 8.303, 13.509], [7.965, 7.301, 13.354], [7.357, 12.195, 13.579], [9.039, 14.190, 13.666], [11.288, 13.626, 14.346], [14.042, 8.160, 13.707], [12.828, 6.009, 13.455], [10.304, 6.093, 13.499], [15.332, 10.701, 13.572], [15.905, 11.467, 12.447], [16.500, 12.703, 12.717], [17.028, 13.437, 11.663], [16.980, 12.932, 10.365], [16.434, 11.682, 10.114], [15.943, 10.926, 11.184], [17.349, 13.768, 9.234], [17.678, 14.424, 8.366], [15.872, 10.901, 14.489], [15.425, 9.618, 13.411], [16.569, 13.118, 13.750], [17.498, 14.390, 11.781], [16.473, 11.329, 9.107], [15.517, 9.922, 11.033], [13.837, 12.800, 8.830], [13.219, 11.531, 9.135], [13.261, 10.493, 8.113], [12.536, 9.301, 8.769], [12.437, 9.753, 10.188], [12.814, 11.034, 10.291], [12.529, 12.047, 11.673], [13.815, 13.442, 9.724], [13.370, 13.405, 8.052], [14.909, 12.630, 8.592], [14.326, 10.237, 8.020], [12.825, 10.747, 7.182], [13.162, 8.387, 8.694], [11.558, 9.082, 8.450], [11.784, 9.405, 10.863], [12.164, 15.894, 11.750], [11.596, 16.849, 12.565], [11.693, 18.249, 12.475], [11.168, 18.995, 13.475], [10.512, 18.390, 14.560], [10.449, 16.996, 14.562], [10.925, 16.237, 13.551], [12.165, 16.178, 10.736], [11.742, 14.977, 11.901], [12.189, 18.710, 11.632], [11.314, 20.094, 13.346], [9.962, 19.010, 15.290], [9.807, 16.495, 15.302]],
  "forces_ev_per_a": [[0.6757, 0.3098, -0.8674], [2.2770, 0.5226, 0.4470], [-0.8013, 2.4190, -0.6382], [0.9804, -0.6641, -0.3227], [-0.8045, 0.0860, 0.4152], [0.5434, -0.6710, -0.4735], [-1.0183, -0.3128, 0.6914], [0.2154, 0.0009, 0.7026], [-0.6735, -0.3586, -1.0078], [0.5518, -0.0702, 1.5920], [-0.1638, 0.0985, -0.2479], [-0.4521, -0.4433, -0.4149], [-0.1379, -0.1944, -0.4550], [0.0993, 0.5885, 1.0890], [-1.2082, -0.0980, 0.3451], [-0.7272, -0.6985, -1.1362], [0.2197, 0.1792, 0.6562], [-0.3584, -0.1989, 0.1133], [0.7018, -0.9904, 0.0225], [-0.1683, -0.1375, -0.4910], [0.2498, 1.1383, 0.5241], [0.3890, -0.1945, -0.4039], [0.0728, -0.0923, -0.1322], [-0.1414, 0.1078, 0.0020], [0.6683, -0.4738, -0.0242], [-0.9005, -0.3884, -0.1395], [-1.1821, -0.0230, 0.1137], [0.1514, 1.1512, 0.4366], [0.5242, -0.3801, 0.5130], [0.8274, 0.6774, -0.4684], [-1.3824, 1.0766, 0.3245], [1.4681, 0.5958, -0.7593], [0.3413, -0.6761, 0.6039], [1.2887, -0.8042, -0.7797], [-1.1587, 0.0818, 0.9962], [1.5501, 1.6913, -0.7197], [-1.0647, -1.9603, -0.4043], [-1.1747, 2.0702, -0.0236], [0.9937, -0.0749, 0.3729], [-0.7285, -0.7208, -0.1754], [-0.0136, -0.2071, -0.4339], [-0.0629, -0.7586, 0.1893], [-0.1850, 0.0641, 0.0542], [-0.1945, 0.1191, -0.2597], [0.0666, -0.5561, 0.2848], [-0.0528, -0.6509, 0.0284], [-0.6694, -0.3798, 0.0466], [0.1620, -0.1799, 1.4409], [0.4209, 0.8336, -0.1106], [-0.0969, -0.3302, -0.0502], [-0.4209, 0.4358, -0.4707], [0.2870, -0.4872, 1.0380], [-0.2527, 0.0263, -1.4657], [-0.0763, -1.2908, 1.8950], [0.2764, 0.9736, -1.3573], [0.0755, 0.2294, 0.1310], [-0.1182, 0.1902, -0.1407], [-0.1077, -0.5784, -0.9367], [0.1319, 0.4494, 0.3756], [-0.0804, -0.4523, -0.3991], [0.2881, 0.4580, -0.0628], [1.0624, 0.9023, 1.0491], [-0.4608, -0.0498, -0.7072], [0.7717, -1.2575, 1.2542], [1.5309, -0.4152, 1.3684], [0.9092, 0.2578, -0.5555], [-0.6772, 1.2533, 0.5325], [0.3236, -0.5220, 0.0779], [0.0597, -0.4062, -0.1550], [-0.3141, -0.6525, -0.2605], [-0.8609, 0.2233, -0.1548], [-0.2590, -0.0061, -0.5527], [-0.2714, 0.6496, -0.8690], [-0.5294, 0.5035, 0.0803], [-1.1730, -0.0850, -0.8899], [-0.1058, -0.2610, 0.0346], [0.4281, 0.6843, -2.8180], [-0.8466, -0.8588, 1.1696], [0.7709, -1.4163, -0.9414], [-0.1960, 1.5075, 0.5528], [-0.2298, 0.1277, 0.0462], [-0.9075, 0.7060, -0.6814], [0.0125, 0.7085, 1.3878], [0.2096, -0.6522, 1.4923], [0.1284, 0.4600, -0.1907], [0.0624, -0.0130, -0.0193], [-0.5246, -0.9375, 0.5585], [0.6161, -0.5883, -0.2982], [0.5508, 0.0607, -0.1836]],
  "lowdin_charge": [0.42, 0.01, -0.09, 0.01, -0.02, -0.01, -0.62, 0.85, -0.24, 0.01, -0.01, 0.00, -0.11, 0.05, 0.08, 0.13, 0.09, 0.13, 0.16, 0.15, 0.12, 0.13, 0.08, 1.21, -0.20, -0.34, -0.09, 0.05, 0.02, -0.13, 0.00, -0.16, -0.16, -0.02, -0.06, 0.01, 0.01, -0.07, -0.34, -0.21, 0.13, 0.12, 0.09, 0.11, 0.12, 0.13, -0.22, -0.33, -0.04, -0.01, -0.23, -0.05, -0.04, -0.19, 0.18, 0.03, 0.05, 0.13, 0.12, 0.11, 0.13, -0.03, -0.13, -0.07, -0.07, 0.06, -0.70, 0.77, 0.07, 0.11, 0.08, 0.13, 0.13, 0.13, 0.11, 0.12, 0.10, -0.40, -0.03, -0.08, -0.07, -0.15, 0.08, 0.13, 0.05, 0.12, 0.13, 0.11, 0.10]
}

| no. | calculated total energy (eV) | M (g mol⁻¹) |
| --- | --- | --- |
| 1 | -118564.8873 | 783.685 |
| 2 | -173282.5163 | 854.872 |